[1]
{
  "formula": "C2H10N2S",
  "method": "ωB97M-V with the def2-TZVPD basis set",
  "relative_energy_kcal_mol": 15.9,
  "energy_ev": -16050.9488,
  "smiles": "NCCN.S",
  "symbols": ["S", "N", "N", "C", "C", "H", "H", "H", "H", "H", "H", "H", "H", "H", "H"],
  "positions_angstrom": [[-2.13, -1.84, 0.65], [0.73, -1.23, 0.84], [0.09, 1.85, -1.16], [0.14, 1.05, 0.07], [0.84, -0.27, -0.26], [0.36, -0.70, -1.14], [-0.85, 0.81, 0.47], [1.31, -0.94, 1.62], [-0.60, 1.45, -1.78], [1.04, -2.14, 0.55], [1.86, -0.06, -0.53], [-2.56, -0.98, -0.28], [0.71, 1.61, 0.82], [-0.21, 2.79, -0.94], [-0.72, -1.41, 1.05]]
}

[2]
{
  "formula": "C20H14F6GdN4O6P",
  "method": "ωB97M-V with the def2-TZVPD basis set",
  "relative_energy_kcal_mol": 0.0,
  "spin_multiplicity": 7,
  "energy_ev": -85638.6756,
  "charge": 1,
  "s2": 12.33,
  "symbols": ["Gd", "P", "F", "F", "F", "F", "F", "F", "O", "O", "O", "O", "O", "O", "N", "N", "N", "N", "C", "C", "C", "C", "C", "C", "C", "C", "C", "C", "C", "C", "C", "C", "C", "C", "C", "C", "C", "C", "H", "H", "H", "H", "H", "H", "H", "H", "H", "H", "H", "H", "H", "H"],
  "positions_angstrom": [[2.41, -17.18, -0.24], [4.28, -18.67, -2.50], [3.94, -17.05, -2.36], [3.57, -18.75, -3.93], [5.70, -18.39, -3.06], [2.75, -18.90, -1.82], [4.79, -18.61, -0.91], [4.47, -20.21, -2.56], [-2.14, -19.01, 5.88], [4.11, -17.42, 1.79], [6.08, -16.82, 2.58], [0.23, -17.37, -1.28], [-2.95, -17.23, 4.80], [1.19, -15.41, -1.23], [0.94, -16.64, 1.55], [4.13, -15.22, 0.06], [-2.21, -18.20, 4.97], [1.54, -19.24, 0.90], [-0.08, -20.01, 2.50], [0.19, -21.37, 2.06], [5.95, -13.16, 0.40], [0.20, -16.18, -1.62], [-1.24, -18.44, 3.83], [1.09, -21.60, 1.08], [5.87, -14.32, 1.23], [-0.85, -15.50, -2.37], [5.01, -16.62, 1.87], [0.29, -17.65, 2.16], [-0.69, -17.35, 3.12], [0.70, -15.37, 1.81], [5.05, -13.09, -0.66], [4.97, -15.29, 1.06], [4.15, -14.13, -0.79], [-0.96, -19.72, 3.53], [-0.96, -15.98, 3.33], [0.56, -19.02, 1.81], [1.77, -20.55, 0.54], [-0.25, -14.97, 2.69], [1.31, -22.61, 0.75], [-1.87, -15.77, -2.01], [1.21, -14.68, 1.20], [-0.72, -14.46, -2.26], [-0.38, -22.15, 2.45], [6.76, -12.42, 0.48], [-0.42, -13.97, 3.00], [-1.37, -20.54, 4.10], [-0.98, -15.72, -3.42], [3.43, -14.18, -1.57], [6.50, -14.41, 2.09], [5.16, -12.28, -1.36], [-1.76, -15.64, 3.93], [2.57, -20.79, -0.14]]
}

[3]
{
  "formula": "C6H12NP",
  "method": "ωB97M-V with the def2-TZVPD basis set",
  "relative_energy_kcal_mol": 51.5,
  "energy_ev": -17191.4311,
  "symbols": ["P", "N", "C", "C", "C", "C", "C", "C", "H", "H", "H", "H", "H", "H", "H", "H", "H", "H", "H", "H"],
  "positions_angstrom": [[-2.08, 1.96, -0.63], [-0.58, 2.05, -0.75], [-2.05, -1.10, 1.15], [0.10, -0.32, -0.02], [1.59, 1.63, 0.09], [-1.31, -0.80, -0.10], [1.11, -1.27, -0.53], [0.49, 1.07, -0.64], [-1.46, -0.45, 1.78], [2.08, 2.45, -0.54], [0.94, -2.33, -0.29], [2.35, 0.89, 0.08], [-2.21, -2.14, 1.48], [1.48, 2.01, 1.13], [-1.57, -1.35, -0.99], [0.73, 0.83, -1.63], [-3.05, -0.71, 1.29], [0.35, -0.37, 1.11], [1.05, -1.24, -1.69], [2.06, -0.79, -0.28]]
}

[4]
{
  "formula": "C3H8S2",
  "method": "ωB97M-V with the def2-TZVPD basis set",
  "relative_energy_kcal_mol": 13.5,
  "spin_multiplicity": 2,
  "energy_ev": -24910.9989,
  "charge": -1,
  "s2": 0.75,
  "symbols": ["S", "S", "C", "C", "C", "H", "H", "H", "H", "H", "H", "H", "H"],
  "positions_angstrom": [[-1.33, -0.12, 1.75], [-2.01, -2.65, 1.40], [1.23, 0.90, -1.40], [0.47, 0.96, -0.03], [-0.46, -0.25, 0.16], [0.31, -1.02, 0.32], [1.04, -0.11, -1.80], [0.66, 1.56, -2.04], [-1.20, -0.57, -0.56], [2.31, 0.88, -1.28], [1.16, 1.05, 0.80], [-2.03, -2.48, 2.73], [-0.15, 1.86, -0.06]]
}